[1]
Computed, not measured: 3 unconnected molecules or ions with the total composition C2H10NO3 at a distorted geometry, with ωB97M-V/def2-TZVPD.

```
16
Properties=species:S:1:pos:R:3:forces:R:3:lowdin_charge:R:1
C 1.167842 0.437323 -0.203417 -1.038 -0.691 -0.348 -0.388
O -0.168522 0.220615 0.104272 -0.192 -0.028 0.266 -0.353
C 1.560635 -0.544211 -1.338588 0.435 0.813 -0.150 -0.314
N 1.049068 -1.904521 -1.159987 -0.494 0.509 0.456 -0.036
H 1.784995 0.298267 0.693978 0.360 0.112 0.065 0.093
H 1.290089 1.443368 -0.624864 0.489 0.302 0.174 0.088
H 2.632958 -0.524352 -1.577906 0.018 -0.150 0.278 0.086
H 1.079191 -0.078750 -2.199832 -0.178 -0.428 -0.350 0.088
H 0.127122 -1.643618 -0.783146 -0.269 -0.324 -0.300 0.045
H 1.448240 -2.271383 -0.300281 0.495 -0.112 -0.011 0.045
H -1.927246 0.790506 -0.184510 0.122 0.038 -0.721 0.004
H -3.046953 1.644779 0.270350 -0.575 0.799 0.973 -0.012
O -2.802531 1.149091 -0.488346 0.782 -0.842 -0.386 -0.100
H -0.806210 -0.378870 2.688167 -0.390 -0.645 0.751 -0.026
H -0.298788 0.384631 1.565206 0.484 0.590 0.263 -0.025
O -0.330224 0.441827 2.626898 -0.049 0.056 -0.961 -0.193
```
Forces are in eV/Å.

frontier orbital gap: 8.49 eV
energy above the lowest of the compared OMol25 structures with the same formula, charge and spin: 25.6 kJ/mol
LUMO: 4.29 eV
net charge: -1
highest occupied orbital energy: -4.2 eV

---

[2]
Computed, not measured: 3 unconnected molecules or ions with the total composition C2H10NO3 at a distorted geometry, with ωB97M-V/def2-TZVPD.

```
16
Properties=species:S:1:pos:R:3:forces:R:3:lowdin_charge:R:1
C 2.133543 -0.862051 1.287197 0.059 0.187 0.648 -0.195
N 1.522412 -0.498036 0.032127 0.177 -0.219 0.364 -0.123
C 0.032232 -0.661739 -0.080430 0.728 1.825 -1.548 -0.429
O -0.644407 0.508849 0.046373 0.166 0.260 0.534 -0.321
H 1.510120 -1.591162 1.802081 0.013 -0.301 -0.048 0.057
H 2.259781 -0.052373 2.025608 -0.126 0.184 -0.172 0.060
H 3.134526 -1.289601 1.163200 -0.024 -0.151 -0.109 0.049
H 1.707802 0.479346 -0.154975 -0.204 0.004 -0.149 0.085
H -0.300520 -1.394217 0.629123 -0.049 -0.976 0.446 0.086
H -0.022311 -1.004293 -1.133663 -0.591 -0.587 0.183 0.088
H -2.170341 0.594709 0.590794 -0.460 -0.663 -0.364 -0.007
H -3.226037 1.200171 -0.256108 -0.287 -0.181 -0.024 -0.003
O -3.179664 0.549148 0.455900 0.433 0.634 0.247 -0.164
H -0.927303 1.257043 -1.317630 0.396 -0.086 -0.016 -0.025
H -0.857855 1.032380 -2.871390 -0.043 0.096 0.204 -0.003
O -0.971978 1.731826 -2.218208 -0.189 -0.028 -0.195 -0.154
```
Forces are in eV/Å.

frontier orbital gap: 8.07 eV
energy above the lowest of the compared OMol25 structures with the same formula, charge and spin: 45.2 kJ/mol
LUMO: 4.15 eV
net charge: -1
highest occupied orbital energy: -3.9 eV

---

[3]
Computed, not measured: 3 unconnected molecules or ions with the total composition C2H10NO3 at a distorted geometry, with ωB97M-V/def2-TZVPD.

```
16
Properties=species:S:1:pos:R:3:forces:R:3:lowdin_charge:R:1
O -1.148219 -1.070715 1.753910 0.118 0.206 -0.252 0.086
C -1.239221 -1.415917 0.604612 -0.098 -0.295 1.198 -0.183
C -0.037502 -1.137524 -0.326078 -0.356 1.225 1.145 -0.056
N 0.346331 0.254725 0.088659 1.443 2.164 -0.481 0.144
H -2.163393 -1.933157 0.321636 0.262 -0.129 -0.779 0.142
H 0.810256 -1.693103 0.063004 -0.135 -0.946 -0.878 0.145
H -0.356876 -1.082942 -1.371941 0.709 -0.642 0.328 0.103
H 0.355359 0.455173 1.109158 -1.376 -0.240 -0.078 0.132
H 1.300293 0.648390 -0.005819 0.314 -1.451 -0.735 0.161
H -0.111976 0.944259 -0.516968 -1.024 0.008 0.824 0.156
H -0.667424 0.347854 -2.852489 -0.077 0.134 -0.526 0.049
H -2.139186 0.032596 -3.090429 -0.469 -0.155 -0.457 0.060
O -1.539006 0.404246 -2.452055 0.651 0.161 0.778 -0.036
H 1.979472 2.046654 2.883659 -0.730 -0.149 0.191 0.077
H 2.752142 1.658241 1.724143 0.141 -0.258 -0.412 0.062
O 1.858952 1.541218 2.066991 0.626 0.368 0.133 -0.041
```
Forces are in eV/Å.

frontier orbital gap: 10.97 eV
energy above the lowest of the compared OMol25 structures with the same formula, charge and spin: 136.0 kJ/mol
LUMO: -3.68 eV
net charge: +1
highest occupied orbital energy: -14.6 eV

---

[4]
Computed, not measured: 2 unconnected molecules or ions with the total composition C2H10NOS2 at a distorted geometry, with ωB97M-V/def2-TZVPD.

```
16
Properties=species:S:1:pos:R:3:forces:R:3:lowdin_charge:R:1
N 0.451729 -1.717552 -0.736488 2.157 -1.616 0.478 0.173
C 0.738860 -0.980162 0.548593 0.222 1.005 1.892 -0.229
C -0.160707 0.230382 0.650367 1.498 3.747 -1.073 -0.594
S -0.524993 0.663156 2.370598 3.005 -2.667 0.587 0.398
S -1.682038 2.157467 2.509770 -3.696 1.517 0.084 0.351
H 0.077024 -1.121890 -1.478133 1.035 1.092 -0.415 0.114
H -0.318745 -2.388679 -0.706429 0.331 -0.479 0.886 0.174
H 1.390287 -2.228249 -0.929286 -2.307 0.872 -0.510 0.219
H 1.839334 -0.634468 0.678586 -1.808 -0.988 -0.854 0.172
H 0.503295 -1.586433 1.452936 0.308 -0.363 -0.997 0.121
H 0.422336 1.165338 0.171677 -1.374 -2.113 1.173 0.123
H -1.072291 0.186274 0.091240 -0.662 -0.511 -0.257 0.056
H -1.135548 3.271429 2.077998 1.278 0.563 -0.230 -0.180
H 0.376712 0.983426 -2.759272 1.578 1.094 -2.934 0.035
H -0.833210 1.270745 -1.930110 -1.127 0.886 -0.009 0.066
O -0.072046 0.729216 -2.012047 -0.438 -2.039 2.177 0.002
```
Forces are in eV/Å.

frontier orbital gap: 8.27 eV
energy above the lowest of the compared OMol25 structures with the same formula, charge and spin: 173.7 kJ/mol
LUMO: -3.64 eV
net charge: +1
highest occupied orbital energy: -11.9 eV

---

[5]
Computed, not measured: a molecular structure, C2H10NS at a distorted geometry, with ωB97M-V/def2-TZVPD.

```
14
Properties=species:S:1:pos:R:3:forces:R:3:lowdin_charge:R:1
N 2.299456 -0.448956 -0.589794 0.446 -0.017 0.061 0.105
H 2.496154 0.407584 -1.101208 -0.039 -0.126 0.023 0.097
H 2.840738 -0.457112 0.268180 0.081 0.055 -0.024 0.091
H 1.082436 -0.537242 -0.212983 -0.937 -0.050 0.171 -0.062
H 2.559266 -1.257974 -1.146497 -0.080 0.087 -0.040 0.091
C -1.262203 0.371832 -1.099796 0.065 0.147 -0.079 -0.422
S -0.520228 -0.615234 0.281107 0.684 -0.608 -0.448 0.450
C -0.477040 1.000949 1.346912 -0.161 0.759 0.222 -0.399
H -1.025647 1.429086 -1.005720 0.037 0.166 -0.022 0.014
H -2.339095 0.248955 -1.074327 -0.155 -0.076 -0.043 0.019
H -0.867057 -0.009940 -2.033843 -0.082 -0.114 -0.108 0.007
H -0.169029 0.680709 2.328012 0.100 -0.089 0.306 -0.009
H 0.234805 1.735470 0.949349 -0.011 -0.073 -0.026 0.005
H -1.470782 1.459631 1.403326 0.051 -0.061 0.005 0.014
```
Forces are in eV/Å.

frontier orbital gap (alpha / beta): 3.20 / 8.88 eV
energy above the lowest of the compared OMol25 structures with the same formula, charge and spin: 104.7 kJ/mol
LUMO (alpha / beta): 0.16 / 0.11 eV
multiplicity: 2
⟨S²⟩: 0.75
highest occupied orbital energy (alpha / beta): -3.0 / -8.8 eV

---

[6]
Computed, not measured: 2 unconnected molecules or ions with the total composition C2H10NS2, with ωB97M-V/def2-TZVPD.

```
15
Properties=species:S:1:pos:R:3:forces:R:3:lowdin_charge:R:1
C -0.479177 0.541766 -0.592394 0.440 0.171 0.001 -0.217
C 0.668674 -0.418798 -0.871380 -0.206 -0.018 0.037 -0.547
S 0.125259 -2.074639 -0.338506 -0.051 -0.002 -0.165 0.757
N -0.190396 1.909380 -1.209443 -0.165 -0.074 0.006 0.192
H -0.593653 0.705552 0.478190 -0.236 -0.085 -0.075 0.126
H -1.408692 0.211679 -1.052042 -0.035 -0.039 0.165 0.129
H 1.554725 -0.146535 -0.303013 0.037 0.087 -0.039 0.084
H 0.918693 -0.430376 -1.934802 -0.001 -0.048 0.030 0.078
H 1.191785 -2.348901 0.413521 0.101 -0.013 0.066 -0.120
H -0.977883 2.546642 -1.063886 0.069 -0.010 -0.003 0.176
H -0.045662 1.817268 -2.215492 0.017 0.042 -0.077 0.170
H 0.644543 2.347143 -0.816857 0.027 -0.049 0.061 0.175
S -0.815067 -1.389811 3.651703 -0.058 0.135 0.026 0.485
H 0.295345 -0.889459 3.096085 0.055 -0.060 0.020 -0.246
H -0.888497 -2.380910 2.758315 0.006 -0.038 -0.053 -0.241
```
Forces are in eV/Å.

frontier orbital gap: 8.30 eV
energy above the lowest of the compared OMol25 structures with the same formula, charge and spin: 79.9 kJ/mol
LUMO: -4.04 eV
net charge: +1
highest occupied orbital energy: -12.3 eV

---

[7]
Computed, not measured: 2 unconnected molecules or ions with the total composition C2H10NS3 at a distorted geometry, with ωB97M-V/def2-TZVPD.

```
16
Properties=species:S:1:pos:R:3:forces:R:3:lowdin_charge:R:1
S -1.726484 1.545558 -1.776635 -0.157 -0.261 -0.063 0.322
S 0.295033 1.516082 -2.403866 -0.133 -0.771 -0.095 0.337
H -1.896526 0.201926 -1.690478 0.094 0.421 -0.031 -0.176
H 0.297883 0.187068 -2.716246 0.113 0.649 -0.045 -0.144
C -0.150913 -0.088697 1.121904 -0.036 -0.746 -0.081 -0.251
C 0.694413 -1.225748 0.562060 1.019 -0.155 0.270 -0.575
S -0.150544 -2.828753 0.624462 0.354 0.085 0.484 0.776
N 0.495281 1.222397 0.817047 -0.203 0.876 0.805 0.138
H -0.257998 -0.186030 2.194320 -0.043 0.068 0.202 0.130
H -1.144742 -0.099915 0.670527 0.167 0.258 0.054 0.092
H 1.639981 -1.356846 1.171672 -0.978 0.176 -0.741 0.103
H 0.977970 -1.021791 -0.481830 0.054 0.003 0.362 0.059
H -1.041166 -2.515523 -0.299364 -0.414 0.027 -0.385 -0.151
H -0.050476 2.013482 1.223350 0.455 -0.628 -0.445 0.185
H 0.567457 1.355561 -0.204035 -0.068 0.097 -0.352 -0.020
H 1.450828 1.281227 1.187112 -0.224 -0.098 0.062 0.175
```
Forces are in eV/Å.

frontier orbital gap: 9.34 eV
energy above the lowest of the compared OMol25 structures with the same formula, charge and spin: 25.8 kJ/mol
LUMO: -3.66 eV
net charge: +1
highest occupied orbital energy: -13.0 eV

---

[8]
Computed, not measured: 3 unconnected molecules or ions with the total composition C2H10O2S, with ωB97M-V/def2-TZVPD.

```
15
Properties=species:S:1:pos:R:3:forces:R:3:lowdin_charge:R:1
C -0.509262 3.045777 0.569163 -0.122 -0.187 -0.439 -0.184
C 0.990061 3.150869 0.407801 0.488 0.028 -0.280 -0.621
S 1.629497 2.433953 -1.157790 -0.181 0.326 0.147 0.668
H -0.858180 3.391980 1.534818 0.042 0.232 0.209 0.067
H -1.027507 3.589450 -0.224977 0.083 0.076 0.142 0.071
H -0.820550 2.011909 0.468627 -0.056 -0.268 0.037 0.057
H 1.555604 2.657718 1.189453 -0.151 -0.085 0.304 0.055
H 1.336706 4.182253 0.410992 -0.095 0.105 -0.085 0.058
H 1.549198 1.171024 -0.743464 -0.003 -0.225 -0.030 -0.170
O -0.632375 -3.158393 -0.174805 -0.073 0.384 0.144 -0.045
H -1.249672 -2.753721 0.445348 -0.062 -0.184 0.007 0.050
H -0.111582 -2.406295 -0.479782 0.101 -0.211 -0.107 0.047
O -0.477231 -6.113292 -0.610913 -0.041 0.184 0.128 -0.077
H -0.920016 -5.961386 -1.453635 0.076 0.055 0.170 0.029
H -0.454690 -5.241848 -0.180831 -0.006 -0.230 -0.348 -0.004
```
Forces are in eV/Å.

frontier orbital gap: 9.44 eV
energy above the lowest of the compared OMol25 structures with the same formula, charge and spin: 17.8 kJ/mol
LUMO: 0.14 eV
SMILES: CCS.O.O
highest occupied orbital energy: -9.3 eV